No. 1
Density functional theory data (the ωB97M-V functional and the def2-TZVPD basis) for C13H19BaF3NO14P2S2 as an isolated structure at a distorted geometry.

Structure (XYZ):
```
55
C13H19BaF3NO14P2S2 the ωB97M-V functional and the def2-TZVPD basis
Ba 1.808 1.371 -1.485
C 2.601 1.504 3.458
C 2.386 1.592 1.951
O 2.325 2.984 1.524
P 3.884 0.901 1.093
O 4.332 -0.439 1.786
O 5.104 1.819 1.542
O 3.756 0.808 -0.401
P 0.798 0.655 1.478
O 1.530 -0.682 0.906
O -0.050 0.403 2.650
O 0.285 1.454 0.258
H 3.515 2.026 3.748
H 2.662 0.470 3.796
H 1.740 1.957 3.947
H 1.534 3.085 0.963
H 3.640 -1.111 1.614
H 5.017 2.740 1.241
H 1.293 -0.911 -0.057
F -0.498 3.741 -2.042
C 0.154 4.310 -3.066
F -0.405 3.911 -4.210
F 0.095 5.637 -2.996
S 1.906 3.787 -2.988
O 2.178 3.793 -1.539
O 2.659 4.719 -3.772
O 1.815 2.417 -3.549
C -2.296 -4.668 3.117
C -2.553 -3.569 2.117
C -2.517 -3.826 0.747
C -2.734 -2.820 -0.178
C -2.994 -1.527 0.272
C -3.024 -1.245 1.637
C -2.804 -2.272 2.542
S -3.276 -0.235 -0.871
O -4.036 -0.751 -1.972
O -3.693 0.878 -0.071
N -1.837 0.109 -1.468
C -1.420 0.021 -2.879
C -0.698 -1.282 -3.230
C 0.222 -1.736 -2.126
O 0.130 -2.830 -1.608
O 1.076 -0.791 -1.768
H -2.434 -5.655 2.672
H -2.964 -4.587 3.978
H -1.272 -4.622 3.499
H -2.300 -4.830 0.398
H -2.685 -3.043 -1.236
H -3.200 -0.236 1.980
H -2.819 -2.050 3.605
H -1.323 0.758 -0.872
H -0.802 0.915 -3.033
H -2.278 0.141 -3.535
H -0.120 -1.104 -4.142
H -1.412 -2.082 -3.426
```

Values from the calculation:
Total energy (hartree): -3419.53435
Relative energy (zero: lowest compared OMol25 entry of this formula, charge and spin) (kJ/mol): 254.11
Net charge: -1
E_LUMO (eV): 2.3

These are the Löwdin partial charges, in e, on atoms 1 to 5:
1 Ba 2.285
2 C -0.081
3 C -0.555
4 O -0.083
5 P 0.480

No. 2
Density functional theory data (the ωB97M-V functional and the def2-TZVPD basis) for C28H65CdN4O8 as an isolated structure at a distorted geometry.

Structure (XYZ):
```
106
C28H65CdN4O8 the ωB97M-V functional and the def2-TZVPD basis
Cd -4.879 0.998 -0.620
C -1.802 -1.993 0.106
C -3.253 -2.211 -0.138
O -3.688 -3.344 -0.166
O -4.069 -1.276 -0.208
H -1.480 -1.897 -0.931
H -1.363 -2.803 0.690
H -1.763 -1.013 0.582
O -4.318 1.524 1.195
H -3.507 1.021 1.404
O -6.482 0.212 0.288
H -7.232 0.612 -0.194
C -1.660 0.702 -3.503
C -1.834 1.357 -2.168
C -1.178 2.745 -1.988
O -1.530 3.502 -3.143
C -0.430 4.286 -3.627
N -3.266 1.489 -1.998
H -2.377 1.089 -4.228
H -1.789 -0.376 -3.401
H -0.740 1.018 -3.995
H -1.561 0.790 -1.278
H -0.091 2.661 -1.991
H -1.391 3.303 -1.076
H -0.237 5.162 -3.009
H -0.478 4.573 -4.677
H 0.341 3.522 -3.731
H -3.493 2.394 -2.385
H -3.581 0.990 -2.817
C -1.235 -5.996 1.122
C -2.527 -6.709 0.752
C -2.643 -8.162 1.213
O -3.913 -8.724 0.729
C -4.089 -10.083 0.861
N -3.725 -5.939 1.058
H -1.211 -4.925 0.920
H -0.328 -6.518 0.817
H -1.264 -5.990 2.211
H -2.454 -6.935 -0.312
H -2.478 -8.148 2.290
H -1.749 -8.621 0.791
H -4.318 -10.324 1.899
H -3.193 -10.544 0.447
H -4.887 -10.395 0.187
H -3.658 -5.126 0.463
H -3.637 -5.560 1.990
C -0.131 1.791 1.435
C 0.063 2.736 2.616
C 1.262 3.733 2.332
C 1.479 4.818 3.356
C 0.247 5.638 3.345
C -1.111 4.908 3.570
N -1.140 3.520 2.928
O -2.254 2.659 3.033
C -1.283 4.864 5.118
C -2.284 5.714 2.828
C 0.405 1.821 3.897
H -0.139 2.290 0.466
H -1.092 1.288 1.536
H 0.597 0.995 1.278
H 2.125 3.070 2.385
H 1.068 4.032 1.302
H 2.387 5.378 3.132
H 1.719 4.539 4.382
H 0.076 6.310 2.504
H 0.385 6.485 4.017
H -1.986 4.069 5.367
H -0.451 4.535 5.741
H -1.565 5.798 5.604
H -3.256 5.253 3.004
H -2.320 6.751 3.161
H -2.064 5.673 1.761
H 1.465 1.573 3.937
H -0.231 0.935 3.891
H 0.289 2.493 4.748
H -2.753 2.716 2.215
C 2.205 -2.039 -1.311
C 3.110 -1.226 -2.225
C 2.578 0.258 -2.034
C 3.460 1.303 -2.598
C 4.787 1.203 -1.939
C 5.454 -0.208 -2.019
N 4.466 -1.338 -1.604
O 4.963 -2.592 -1.610
C 6.100 -0.467 -3.359
C 6.580 -0.155 -0.933
C 2.954 -1.673 -3.605
H 2.327 -1.770 -0.262
H 2.528 -3.080 -1.349
H 1.162 -1.846 -1.558
H 1.621 0.409 -2.534
H 2.373 0.445 -0.980
H 3.002 2.286 -2.486
H 3.630 1.119 -3.658
H 4.640 1.489 -0.898
H 5.447 1.915 -2.435
H 6.960 0.188 -3.500
H 6.644 -1.411 -3.365
H 5.425 -0.631 -4.199
H 6.203 0.304 -0.019
H 6.797 -1.210 -0.767
H 7.474 0.266 -1.393
H 3.383 -0.864 -4.196
H 2.053 -1.993 -4.127
H 3.563 -2.574 -3.680
H 5.039 -2.829 -0.683
```

Values from the calculation:
Total energy (hartree): -2094.26311
Net charge: -1
E_LUMO (eV): 1.9

These are the Löwdin partial charges, in e, on atoms 1 to 5:
1 Cd 1.283
2 C -0.017
3 C -0.823
4 O -0.025
5 O -0.131

no.,Kohn-Sham gap (eV)
1,8.89
2,6.46